{"formula": "C41H37F5MoP2S", "method": "ωB97M-V/def2-TZVPD", "e_homo_ev": [-13.17, -13.49], "multiplicity": 3, "charge": 2, "de_lowest_ev": 0.0000, "elements": ["Mo", "C", "C", "C", "C", "C", "C", "C", "C", "C", "H", "H", "H", "H", "H", "H", "H", "H", "H", "H", "H", "H", "H", "H", "H", "P", "P", "C", "C", "C", "C", "C", "C", "C", "C", "C", "C", "C", "C", "C", "C", "C", "C", "C", "C", "C", "C", "C", "C", "C", "C", "C", "C", "H", "H", "H", "H", "H", "H", "H", "H", "H", "H", "H", "H", "H", "H", "H", "H", "H", "H", "H", "H", "H", "H", "F", "C", "C", "F", "C", "F", "C", "S", "C", "F", "C", "F"], "coordinates": [[-0.04, 2.50, 2.53], [1.62, 3.98, 2.52], [1.79, 3.04, 1.47], [2.72, 1.84, 1.56], [2.08, 0.56, 2.15], [1.12, 0.77, 3.29], [1.28, 1.72, 4.32], [2.51, 2.55, 4.47], [2.47, 3.94, 3.76], [-1.66, 2.60, 1.20], [1.28, 4.98, 2.24], [1.62, 3.44, 0.47], [3.66, 2.09, 2.09], [3.02, 1.58, 0.53], [1.55, 0.01, 1.36], [2.90, -0.13, 2.44], [0.40, -0.04, 3.46], [0.63, 1.61, 5.19], [3.41, 2.01, 4.13], [2.67, 2.74, 5.55], [2.10, 4.68, 4.49], [3.52, 4.20, 3.52], [-1.92, 3.66, 1.11], [-2.46, 2.04, 1.71], [-1.41, 2.15, 0.23], [-0.47, -1.60, -3.42], [-1.51, -3.54, -1.47], [0.70, -2.86, -2.84], [0.20, -3.78, -1.97], [-0.33, -1.70, -5.25], [0.77, -2.33, -5.85], [0.87, -2.40, -7.25], [-0.16, -1.89, -8.04], [-1.28, -1.28, -7.45], [-1.36, -1.18, -6.06], [0.37, -0.04, -3.00], [0.25, 0.34, -1.64], [0.81, 1.54, -1.23], [1.57, 2.32, -2.10], [1.71, 1.93, -3.43], [1.08, 0.77, -3.90], [-2.18, -5.23, -1.99], [-2.26, -5.53, -3.37], [-2.75, -6.77, -3.80], [-3.15, -7.73, -2.85], [-3.05, -7.44, -1.49], [-2.58, -6.20, -1.06], [-1.40, -3.71, 0.34], [-2.57, -3.41, 1.08], [-2.53, -3.47, 2.48], [-1.34, -3.82, 3.13], [-0.20, -4.14, 2.39], [-0.22, -4.07, 1.00], [1.74, -2.85, -3.19], [0.75, -4.66, -1.60], [1.56, -2.75, -5.23], [1.74, -2.87, -7.71], [-0.10, -1.97, -9.14], [-2.08, -0.88, -8.07], [-2.21, -0.69, -5.59], [-0.28, -0.30, -0.94], [0.62, 1.87, -0.21], [2.03, 3.24, -1.73], [2.31, 2.53, -4.12], [1.15, 0.49, -4.95], [-1.94, -4.79, -4.10], [-2.82, -7.00, -4.86], [-3.53, -8.70, -3.18], [-3.34, -8.20, -0.75], [-2.51, -5.98, 0.00], [-3.48, -3.13, 0.56], [-3.43, -3.26, 3.05], [-1.31, -3.85, 4.22], [0.71, -4.45, 2.90], [0.68, -4.30, 0.44], [0.83, 9.37, 5.27], [0.44, 8.10, 5.02], [0.66, 7.12, 5.99], [1.20, 7.45, 7.18], [0.26, 5.82, 5.73], [0.37, 4.89, 6.71], [-0.32, 5.46, 4.50], [-0.85, 3.78, 4.22], [-0.60, 6.48, 3.58], [-1.35, 6.20, 2.47], [-0.21, 7.79, 3.82], [-0.50, 8.77, 2.93]]}

{"formula": "C41H37N4O24", "method": "ωB97M-V/def2-TZVPD", "e_homo_ev": -11.06, "multiplicity": 1, "charge": 1, "elements": ["C", "N", "C", "N", "C", "N", "C", "C", "N", "H", "H", "H", "H", "H", "H", "H", "H", "H", "H", "H", "H", "H", "C", "C", "C", "O", "C", "C", "C", "O", "O", "O", "H", "H", "H", "H", "C", "C", "C", "O", "C", "C", "C", "O", "O", "O", "H", "H", "H", "H", "C", "C", "C", "O", "C", "C", "C", "O", "O", "O", "H", "H", "H", "H", "C", "C", "C", "O", "C", "C", "C", "O", "O", "O", "H", "H", "H", "H", "C", "C", "C", "O", "C", "C", "C", "O", "O", "O", "H", "H", "H", "H", "C", "C", "C", "O", "C", "C", "C", "O", "O", "O", "H", "H", "H", "H"], "coordinates": [[-0.85, -0.86, -1.54], [-1.23, 0.16, -2.56], [-1.51, 1.44, -1.92], [-2.63, 2.18, -2.63], [-3.75, 1.49, -2.81], [-5.02, 1.62, -2.14], [-5.10, 0.26, -1.46], [-4.63, -0.62, -2.72], [-4.00, 0.35, -3.70], [-1.75, -1.08, -0.89], [-0.51, -1.81, -2.03], [-0.03, -0.39, -0.91], [-0.51, 0.25, -3.28], [-1.89, 1.22, -0.89], [-0.59, 2.07, -1.82], [-2.47, 3.14, -2.93], [-5.09, 2.42, -1.50], [-4.26, 0.37, -0.71], [-6.08, -0.02, -1.00], [-5.41, -1.26, -3.22], [-3.75, -1.20, -2.34], [-4.75, 0.58, -4.37], [-2.19, 2.88, 3.56], [-2.21, 2.77, 2.23], [-1.07, 3.23, 1.39], [-1.14, 3.09, 0.18], [0.07, 3.85, 2.06], [0.10, 3.96, 3.39], [-1.03, 3.47, 4.23], [-0.96, 3.58, 5.44], [1.14, 4.53, 4.02], [-3.27, 2.23, 1.58], [-3.00, 2.54, 4.18], [0.88, 4.20, 1.43], [0.93, 4.49, 4.97], [-3.04, 2.26, 0.64], [-0.78, 0.21, -6.90], [-0.84, 0.08, -8.23], [0.28, 0.54, -9.10], [0.20, 0.39, -10.30], [1.44, 1.17, -8.47], [1.50, 1.30, -7.14], [0.39, 0.82, -6.26], [0.49, 0.94, -5.05], [2.56, 1.88, -6.54], [-1.91, -0.47, -8.83], [-1.58, -0.12, -6.25], [2.24, 1.51, -9.12], [2.37, 1.86, -5.58], [-1.70, -0.45, -9.79], [3.59, 2.25, 2.69], [4.89, 2.00, 2.61], [5.44, 0.63, 2.86], [6.64, 0.44, 2.76], [4.50, -0.43, 3.22], [3.19, -0.18, 3.30], [2.64, 1.18, 3.03], [1.44, 1.37, 3.10], [2.31, -1.14, 3.64], [5.78, 2.97, 2.30], [3.18, 3.24, 2.51], [4.91, -1.41, 3.42], [1.44, -0.71, 3.63], [6.65, 2.53, 2.31], [-7.87, -0.34, 5.29], [-7.89, -0.44, 3.96], [-6.74, 0.03, 3.12], [-6.79, -0.11, 1.91], [-5.60, 0.64, 3.80], [-5.59, 0.75, 5.13], [-6.72, 0.26, 5.97], [-6.65, 0.36, 7.18], [-4.54, 1.32, 5.78], [-8.94, -0.99, 3.31], [-8.69, -0.68, 5.90], [-4.79, 0.99, 3.19], [-4.77, 1.28, 6.73], [-8.71, -0.95, 2.36], [2.69, -2.42, 7.92], [3.63, -2.01, 7.06], [4.62, -2.97, 6.47], [5.45, -2.56, 5.69], [4.54, -4.37, 6.88], [3.61, -4.78, 7.74], [2.60, -3.83, 8.31], [1.75, -4.25, 9.07], [3.52, -6.07, 8.13], [3.72, -0.71, 6.70], [1.97, -1.74, 8.35], [5.28, -5.05, 6.46], [2.76, -6.10, 8.74], [4.48, -0.67, 6.08], [4.03, -1.12, -6.91], [5.34, -1.37, -7.02], [5.90, -2.73, -6.77], [7.09, -2.92, -6.89], [4.97, -3.79, -6.37], [3.66, -3.54, -6.26], [3.10, -2.19, -6.53], [1.90, -2.01, -6.44], [2.79, -4.51, -5.89], [6.21, -0.40, -7.36], [3.61, -0.15, -7.09], [5.39, -4.77, -6.17], [1.92, -4.08, -5.88], [7.08, -0.83, -7.37]]}

{"formula": "C41H37N8OS2Ti", "method": "ωB97M-V/def2-TZVPD", "e_homo_ev": [-12.53, -12.61], "multiplicity": 2, "charge": 2, "de_lowest_ev": 2.7661, "elements": ["Ti", "C", "C", "C", "C", "C", "C", "N", "C", "C", "C", "C", "C", "C", "N", "N", "C", "C", "C", "C", "C", "N", "H", "H", "H", "H", "H", "H", "H", "H", "H", "H", "H", "H", "H", "S", "C", "N", "C", "C", "N", "C", "C", "C", "C", "C", "C", "C", "C", "S", "C", "C", "C", "C", "C", "C", "C", "H", "H", "H", "H", "H", "H", "H", "H", "H", "H", "H", "H", "H", "H", "H", "H", "H", "H", "N", "C", "O", "C", "C", "C", "N", "C", "C", "H", "H", "H", "H", "H", "H"], "coordinates": [[-0.23, 0.07, -0.82], [-1.65, 2.00, -5.44], [-1.18, 0.84, -4.84], [-0.97, 0.82, -3.47], [-1.22, 1.95, -2.67], [-1.66, 3.12, -3.29], [-1.87, 3.13, -4.66], [-0.91, 1.76, -1.33], [-1.08, 2.59, -0.24], [-2.00, 3.63, -0.04], [-1.96, 4.35, 1.14], [-1.02, 4.08, 2.13], [-0.12, 3.05, 1.99], [-0.18, 2.28, 0.83], [0.61, 1.20, 0.48], [1.85, 1.00, 0.80], [2.47, 0.24, -0.15], [3.83, -0.08, -0.04], [4.45, -0.71, -1.09], [3.72, -1.02, -2.24], [2.37, -0.73, -2.27], [1.74, -0.13, -1.25], [-1.82, 2.03, -6.50], [-0.98, -0.05, -5.43], [-0.58, -0.08, -2.98], [-1.80, 4.02, -2.71], [-2.21, 4.04, -5.13], [-2.74, 3.84, -0.79], [-2.68, 5.15, 1.29], [-1.01, 4.69, 3.03], [0.60, 2.80, 2.75], [4.35, 0.20, 0.86], [5.50, -0.94, -1.04], [4.19, -1.49, -3.09], [1.76, -0.99, -3.13], [-1.10, -2.37, -1.69], [-0.57, -3.63, -0.72], [-0.92, -4.87, -0.94], [-0.17, -6.00, -0.38], [0.43, -5.68, 0.96], [0.99, -4.33, 1.01], [2.25, -4.17, 1.77], [3.35, -4.89, 1.01], [3.94, -6.04, 1.50], [4.85, -6.75, 0.73], [5.18, -6.30, -0.54], [4.60, -5.14, -1.04], [3.69, -4.44, -0.27], [0.38, -3.33, 0.40], [0.54, -1.75, 0.96], [-2.12, -5.24, -1.72], [-3.21, -5.70, -0.76], [-3.55, -4.92, 0.33], [-4.49, -5.36, 1.25], [-5.10, -6.60, 1.08], [-4.78, -7.37, -0.03], [-3.83, -6.93, -0.94], [0.61, -6.26, -1.10], [-0.85, -6.84, -0.28], [1.22, -6.39, 1.17], [-0.33, -5.75, 1.75], [2.13, -4.59, 2.77], [2.45, -3.11, 1.87], [3.69, -6.39, 2.50], [5.31, -7.65, 1.12], [5.88, -6.86, -1.15], [4.86, -4.79, -2.03], [3.23, -3.53, -0.65], [-1.84, -6.05, -2.40], [-2.43, -4.39, -2.31], [-3.10, -3.94, 0.47], [-4.74, -4.75, 2.11], [-5.82, -6.95, 1.80], [-5.26, -8.33, -0.18], [-3.58, -7.55, -1.80], [-7.05, 0.71, 1.07], [-5.90, 1.25, 1.54], [-5.83, 2.18, 2.31], [-4.62, 0.65, 1.00], [-4.42, 0.37, -0.35], [-3.16, -0.01, -0.77], [-2.12, -0.12, 0.07], [-2.33, 0.11, 1.37], [-3.55, 0.49, 1.87], [-7.92, 1.08, 1.42], [-7.08, -0.15, 0.56], [-5.21, 0.48, -1.08], [-2.98, -0.22, -1.82], [-1.47, 0.01, 2.03], [-3.68, 0.71, 2.92]]}

{"formula": "C41H38CrF5N5O2S2Se", "method": "ωB97M-V/def2-TZVPD", "e_homo_ev": [-7.84, -7.59], "multiplicity": 2, "charge": 1, "elements": ["Cr", "C", "C", "C", "C", "C", "N", "C", "C", "C", "N", "C", "C", "C", "C", "C", "C", "C", "C", "N", "C", "C", "C", "N", "C", "C", "C", "C", "O", "C", "O", "H", "H", "H", "H", "H", "H", "H", "H", "H", "H", "H", "H", "H", "H", "H", "H", "H", "H", "H", "H", "H", "H", "H", "H", "H", "H", "H", "H", "F", "C", "C", "F", "C", "F", "C", "S", "C", "F", "C", "F", "Se", "C", "C", "C", "C", "C", "C", "H", "H", "H", "H", "H", "S", "C", "N", "C", "C", "C", "C", "H", "H", "H", "H", "H"], "coordinates": [[-0.04, 0.35, -0.06], [1.72, 0.51, 6.75], [1.26, 0.17, 5.37], [0.47, -0.93, 5.14], [-0.10, -1.22, 3.88], [-0.94, -2.36, 3.85], [-2.04, -2.59, 3.17], [-2.82, -1.65, 2.39], [-3.79, -0.83, 3.26], [-3.21, 0.47, 3.83], [-2.78, 1.37, 2.79], [-3.39, 2.43, 2.31], [-2.94, 3.12, 1.17], [-3.60, 4.28, 0.73], [-3.24, 4.92, -0.44], [-3.87, 6.21, -0.84], [-2.26, 4.33, -1.26], [-1.57, 3.18, -0.89], [-0.54, 2.66, -1.74], [0.14, 1.56, -1.57], [1.29, 1.39, -2.43], [2.57, 1.30, -1.58], [2.39, 2.03, -0.25], [1.58, 1.23, 0.65], [1.81, 1.38, 1.91], [1.20, 0.65, 2.98], [1.63, 0.94, 4.27], [0.26, -0.41, 2.74], [-0.17, -0.68, 1.57], [-1.83, 2.61, 0.40], [-1.08, 1.70, 0.89], [1.11, 0.01, 7.49], [1.67, 1.59, 6.92], [2.76, 0.20, 6.89], [0.23, -1.58, 5.97], [-0.69, -3.14, 4.57], [-2.43, -3.52, 3.24], [-3.41, -2.24, 1.69], [-2.14, -1.01, 1.82], [-4.13, -1.45, 4.09], [-4.65, -0.58, 2.65], [-2.34, 0.25, 4.47], [-3.97, 0.96, 4.44], [-1.97, 1.08, 2.23], [-4.29, 2.77, 2.81], [-4.39, 4.69, 1.33], [-4.55, 6.56, -0.07], [-4.42, 6.10, -1.78], [-3.10, 6.97, -0.99], [-2.02, 4.81, -2.20], [-0.30, 3.29, -2.60], [1.37, 2.22, -3.14], [1.19, 0.45, -2.99], [3.40, 1.75, -2.12], [2.83, 0.26, -1.36], [1.89, 2.99, -0.41], [3.38, 2.23, 0.19], [2.57, 2.09, 2.23], [2.31, 1.77, 4.41], [-5.74, -4.40, -3.05], [-4.93, -3.46, -2.57], [-5.03, -2.14, -3.01], [-5.91, -1.82, -3.96], [-4.22, -1.16, -2.47], [-4.32, 0.10, -2.93], [-3.27, -1.44, -1.47], [-2.44, -0.14, -0.67], [-3.15, -2.78, -1.09], [-2.21, -3.13, -0.19], [-3.96, -3.78, -1.62], [-3.80, -5.04, -1.22], [0.55, -3.75, 1.13], [2.07, -4.90, 1.18], [3.15, -4.59, 2.00], [4.21, -5.47, 2.09], [4.21, -6.66, 1.38], [3.15, -6.94, 0.53], [2.09, -6.06, 0.42], [3.15, -3.67, 2.57], [5.06, -5.23, 2.73], [5.02, -7.36, 1.47], [3.15, -7.85, -0.05], [1.25, -6.30, -0.22], [0.97, -1.56, -1.10], [-0.09, -2.25, -2.24], [-0.10, -3.60, -2.30], [-0.82, -4.29, -3.20], [-1.60, -3.63, -4.12], [-1.61, -2.22, -4.10], [-0.87, -1.54, -3.17], [0.42, -4.08, -1.56], [-0.74, -5.37, -3.18], [-2.18, -4.17, -4.85], [-2.19, -1.68, -4.82], [-0.90, -0.46, -3.13]]}

{"formula": "C41H38FN6O4PS3SiV", "method": "ωB97M-V/def2-TZVPD", "e_homo_ev": [-7.99, -7.99], "multiplicity": 2, "charge": 0, "de_lowest_ev": 0.0000, "elements": ["V", "C", "Si", "C", "C", "N", "C", "C", "C", "C", "C", "C", "F", "H", "H", "H", "H", "H", "H", "H", "H", "H", "H", "H", "H", "H", "S", "C", "N", "N", "C", "C", "C", "C", "C", "C", "N", "N", "C", "C", "C", "C", "C", "C", "H", "H", "H", "H", "H", "H", "H", "H", "H", "H", "H", "O", "C", "O", "C", "C", "C", "C", "C", "C", "N", "O", "O", "H", "H", "H", "H", "S", "P", "S", "C", "C", "C", "C", "C", "C", "C", "C", "C", "C", "C", "C", "H", "H", "H", "H", "H", "H", "H", "H", "H", "H"], "coordinates": [[-0.13, 1.10, -0.28], [3.45, -0.58, 1.19], [3.02, 0.97, 0.19], [4.33, 2.31, 0.38], [2.93, 0.45, -1.62], [1.46, 1.65, 0.72], [1.46, 2.23, 2.00], [2.38, 1.91, 3.00], [2.36, 2.52, 4.24], [1.41, 3.48, 4.54], [0.48, 3.83, 3.58], [0.52, 3.21, 2.36], [-0.40, 3.57, 1.45], [4.23, -0.39, 1.93], [3.80, -1.37, 0.53], [2.57, -0.96, 1.73], [5.25, 1.92, 0.82], [3.98, 3.12, 1.01], [4.59, 2.73, -0.59], [3.71, -0.30, -1.77], [3.16, 1.29, -2.27], [2.00, 0.01, -1.98], [3.13, 1.15, 2.81], [3.10, 2.24, 4.98], [1.40, 3.96, 5.51], [-0.29, 4.58, 3.76], [-2.23, 1.94, -0.38], [-2.44, 1.09, -1.89], [-3.20, 1.65, -2.81], [-3.58, 0.98, -3.87], [-3.85, -0.41, -4.00], [-4.34, -1.14, -2.92], [-4.65, -2.48, -3.10], [-4.49, -3.08, -4.35], [-4.02, -2.34, -5.42], [-3.69, -1.00, -5.25], [-1.86, -0.11, -2.14], [-0.94, -0.44, -1.32], [-0.46, -1.78, -1.45], [0.71, -2.13, -0.79], [1.19, -3.42, -0.88], [0.51, -4.36, -1.63], [-0.66, -4.01, -2.29], [-1.16, -2.73, -2.20], [-3.99, 1.56, -4.57], [-4.46, -0.68, -1.95], [-5.02, -3.05, -2.26], [-4.74, -4.13, -4.48], [-3.89, -2.80, -6.39], [-3.30, -0.42, -6.07], [1.24, -1.41, -0.18], [2.10, -3.70, -0.35], [0.88, -5.38, -1.70], [-1.21, -4.76, -2.86], [-2.09, -2.46, -2.67], [0.77, 2.16, -4.00], [0.95, 2.51, -2.86], [0.38, 1.92, -1.83], [1.87, 3.65, -2.47], [1.77, 4.30, -1.25], [2.66, 5.32, -0.93], [3.67, 5.67, -1.81], [3.74, 5.00, -3.02], [2.86, 4.01, -3.38], [4.82, 5.37, -3.96], [4.90, 4.75, -5.01], [5.58, 6.27, -3.63], [0.99, 4.02, -0.56], [2.57, 5.83, 0.02], [4.38, 6.45, -1.58], [2.94, 3.51, -4.34], [-3.34, -1.68, 0.45], [-1.95, -1.55, 1.82], [-0.41, -0.13, 1.73], [-2.65, -1.26, 3.46], [-3.37, -2.30, 4.05], [-3.97, -2.13, 5.28], [-3.87, -0.91, 5.94], [-3.17, 0.14, 5.35], [-2.56, -0.04, 4.12], [-1.02, -3.11, 2.02], [0.06, -3.17, 2.90], [0.75, -4.35, 3.08], [0.35, -5.50, 2.40], [-0.72, -5.44, 1.53], [-1.41, -4.25, 1.34], [-3.45, -3.25, 3.54], [-4.52, -2.95, 5.74], [-4.35, -0.77, 6.90], [-3.09, 1.09, 5.86], [-2.01, 0.78, 3.67], [0.37, -2.28, 3.43], [1.59, -4.39, 3.77], [0.89, -6.43, 2.54], [-1.03, -6.33, 0.99], [-2.25, -4.20, 0.65]]}

What are the M values for these records? In order: 814.69, 969.75, 769.80, 922.87, 904.00 g/mol.